[1]
9 unconnected molecules or ions with the total composition C34H56N2O21 in a non-equilibrium geometry, computed with ωB97M-V with the def2-TZVPD basis set.

Last column: Mulliken charge in e.
Atoms and positions in Å:
C 1.81 -5.51 4.40  -1.6234
C 1.72 -4.40 3.31  0.8397
C 2.33 -4.83 1.93  0.0969
O 1.15 -5.18 1.20  -0.3135
C 0.09 -4.72 1.78  0.4968
O -1.03 -4.68 1.30  -0.5944
O 0.37 -4.15 2.96  -0.2964
H 1.35 -5.16 5.34  0.3821
H 2.83 -5.59 4.70  0.3925
H 1.33 -6.46 4.12  0.3649
H 2.21 -3.50 3.76  0.1436
H 3.06 -5.66 1.94  0.3080
H 2.72 -4.06 1.29  -0.2017
C -3.94 0.16 1.01  -1.1661
C -3.01 1.33 0.76  1.6759
C -3.80 2.63 0.62  -0.0646
O -3.41 3.30 1.77  -0.4346
C -2.45 2.61 2.43  0.3876
O -1.97 2.98 3.44  -0.6112
O -2.17 1.54 1.85  0.0014
H -4.64 0.12 0.19  0.4129
H -4.61 0.28 1.86  0.4334
H -3.42 -0.79 1.12  -0.2830
H -2.32 1.24 -0.08  -0.9352
H -4.84 2.51 0.64  0.4957
H -3.56 3.23 -0.29  0.0989
C 0.62 6.55 1.52  -1.5467
C -0.52 5.52 1.36  0.4157
C -1.65 5.90 0.34  -0.3494
O -1.51 4.90 -0.63  -0.3492
C -0.49 4.04 -0.34  0.5139
O -0.08 3.10 -1.05  -0.4394
O 0.02 4.36 0.79  -0.2862
H 1.33 6.07 2.19  0.3720
H 0.17 7.44 1.97  0.4137
H 1.17 6.80 0.60  0.3548
H -0.94 5.34 2.37  0.2521
H -1.67 6.93 0.00  0.3907
H -2.66 5.75 0.75  0.2296
C 5.60 -2.52 0.14  -0.9887
C 5.57 -1.67 1.38  0.5296
C 4.12 -1.25 1.75  0.4574
O 3.83 -2.01 2.92  -0.2666
C 4.85 -2.74 3.25  0.5422
O 4.92 -3.47 4.23  -0.6344
O 5.89 -2.56 2.44  -0.3788
H 4.75 -3.20 0.22  0.1274
H 6.50 -3.13 0.09  0.3980
H 5.37 -2.01 -0.83  0.2461
H 6.28 -0.88 1.35  0.2913
H 3.41 -1.49 0.97  -0.5674
H 4.04 -0.19 2.01  0.3250
C 0.76 0.34 0.81  0.3920
C 0.36 -0.59 1.95  1.2092
C 0.41 0.08 3.34  -0.6391
O -0.66 -0.48 4.00  -0.4065
C -1.42 -1.14 3.15  0.3763
O -2.51 -1.59 3.40  -0.6565
O -0.93 -1.12 1.91  0.1721
H 1.77 0.76 0.86  0.8567
H 0.01 1.05 0.62  -0.7027
H 0.68 -0.25 -0.15  -0.9130
H 0.98 -1.53 2.04  -0.6095
H 0.21 1.16 3.22  0.2331
H 1.40 0.00 3.77  0.5154
C 7.36 2.28 -1.66  -0.5669
O 6.20 1.75 -2.34  -0.3439
C 5.12 1.18 -1.70  0.7125
O 5.03 1.03 -0.34  -0.5668
O 4.19 0.75 -2.52  -0.3571
C 3.06 0.05 -1.93  0.4202
H 7.85 1.44 -1.08  0.2468
H 7.09 3.04 -0.92  0.2844
H 7.95 2.77 -2.39  0.2502
H 2.65 -0.68 -2.64  0.2203
H 2.29 0.70 -1.45  -0.1749
H 3.47 -0.63 -1.11  -0.1388
C -5.64 -1.13 -3.23  -0.5825
O -5.66 -1.43 -1.87  -0.3346
C -4.97 -2.39 -1.31  0.8972
O -4.15 -3.23 -2.07  -0.6866
O -5.04 -2.46 -0.01  -0.2454
C -4.38 -3.49 0.66  -0.3269
H -5.74 -2.02 -3.83  0.3643
H -4.84 -0.43 -3.69  0.0752
H -6.56 -0.57 -3.37  0.3135
H -3.32 -3.29 0.68  -0.0894
H -4.46 -4.54 0.29  0.3226
H -4.56 -3.60 1.75  0.2631
C -0.80 -0.27 -2.59  -1.4235
C -1.49 -1.21 -1.55  2.3024
C -0.84 -2.61 -1.56  -0.0534
C 0.60 -2.72 -1.14  -0.2236
N 1.72 -2.81 -0.88  -0.4028
H -1.11 0.70 -2.32  0.2020
H -1.00 -0.48 -3.59  0.6755
H 0.28 -0.24 -2.50  -0.0830
H -2.55 -1.19 -1.73  -0.1467
H -1.36 -0.78 -0.62  -1.3273
H -1.02 -3.15 -2.53  0.6822
H -1.33 -3.23 -0.78  -0.1606
C -1.12 2.34 -5.12  -1.2305
C -2.12 3.34 -4.49  0.0808
C -3.61 3.02 -4.59  -0.4245
C -4.05 2.32 -3.41  0.2646
N -4.36 1.77 -2.48  -0.4189
H -1.39 1.41 -4.67  0.0927
H -0.13 2.51 -4.92  0.4725
H -1.28 2.40 -6.18  0.4086
H -1.92 4.31 -5.05  0.3415
H -1.77 3.63 -3.46  -0.0914
H -3.94 2.37 -5.40  0.3118
H -4.22 3.91 -4.47  0.3084

Properties
Orbital gap (eV): 10.21
Structure (SMILES): C[C@H]1COC(=O)O1.C[C@H]1COC(=O)O1.C[C@H]1COC(=O)O1.C[C@H]1COC(=O)O1.C[C@H]1COC(=O)O1.COC(=O)OC.COC(=O)OC.CCCC#N.CCCC#N
Relative energy (zero: lowest compared OMol25 entry of this formula, charge and spin) (kJ/mol): 0.0

---

[2]
A molecular structure, C34H57CaN3O2SSi in a non-equilibrium geometry, computed with ωB97M-V with the def2-TZVPD basis set.

Last column: Mulliken charge in e.
Atoms and positions in Å:
O 0.88 -2.04 -0.50  0.1745
O -1.43 -2.20 -4.17  -0.1875
C 2.18 -2.36 -1.45  -0.2137
C 2.96 -3.46 -0.81  -1.4169
H 2.65 -1.40 -1.59  0.2265
H 1.92 -2.61 -2.51  0.3029
H 3.28 -3.11 0.15  0.2457
H 3.86 -3.73 -1.35  0.4238
H 2.34 -4.35 -0.66  0.2856
C -0.23 -3.11 -0.74  0.4228
C 0.10 -4.07 -1.86  -1.1617
H -1.11 -2.49 -1.06  -0.0811
H -0.43 -3.60 0.24  0.1235
H 0.09 -3.58 -2.83  0.0449
H -0.63 -4.88 -1.99  0.4387
H 1.07 -4.52 -1.74  0.3010
C -2.70 -1.89 -3.60  0.6688
C -0.85 -1.30 -5.13  0.2838
C -3.54 -3.16 -3.58  -1.4587
H -3.16 -1.10 -4.23  0.4277
H -2.67 -1.47 -2.58  -0.5314
H -3.67 -3.55 -4.57  0.3558
H -4.54 -2.90 -3.23  0.4415
H -3.17 -3.95 -2.92  0.2358
C -0.97 -1.92 -6.50  -1.5108
H 0.22 -1.17 -4.91  0.1792
H -1.30 -0.29 -5.09  0.0491
H -0.59 -2.95 -6.56  0.2984
H -0.38 -1.31 -7.19  0.4508
H -2.01 -1.90 -6.84  0.3144
H 0.46 -0.73 -1.14  -0.3142
N 1.78 1.05 2.21  0.8722
C 1.68 2.33 2.58  0.0611
C 0.50 3.07 2.40  -1.2434
C -0.81 2.62 2.13  0.3546
C 2.88 3.04 3.20  -1.6685
H 3.74 3.05 2.52  0.2999
H 3.23 2.56 4.12  0.2763
H 2.63 4.08 3.44  0.4677
C -1.86 3.70 1.98  -1.6617
H -2.41 3.84 2.93  0.3464
H -2.59 3.52 1.19  0.2167
H -1.31 4.63 1.77  0.5331
N -1.20 1.35 2.08  1.6348
C 3.00 0.34 2.41  -0.2955
C 3.84 0.09 1.29  0.9286
C 3.55 0.79 -0.02  -0.5922
C 4.91 -0.79 1.44  -0.6294
H 5.55 -1.01 0.58  0.4474
C 5.14 -1.40 2.69  -0.8257
H 5.95 -2.11 2.78  0.3986
C 4.36 -1.11 3.81  -1.0254
H 4.56 -1.56 4.78  0.4343
C 3.29 -0.23 3.69  1.2439
C 2.41 0.08 4.87  -0.9955
C -2.55 1.00 2.33  -0.4347
C -3.40 0.63 1.26  1.3850
C -3.00 0.78 -0.17  -1.2544
C -4.68 0.17 1.55  -0.7169
H -5.35 -0.14 0.73  0.4304
C -5.14 0.17 2.89  -0.8828
H -6.16 -0.20 3.13  0.3449
C -4.31 0.64 3.93  -0.9176
H -4.68 0.69 4.97  0.3760
C -3.01 1.06 3.66  1.0346
C -2.14 1.52 4.78  -1.2182
Ca 0.08 -0.76 2.06  1.1410
H 3.32 0.06 -0.81  0.0339
H 4.43 1.37 -0.32  0.4068
H 2.71 1.49 0.03  -0.7319
H 2.18 1.14 4.97  0.2205
H 2.88 -0.26 5.81  0.4313
H 1.45 -0.47 4.83  0.1501
H -3.42 -0.06 -0.75  0.2256
H -1.92 0.76 -0.28  -0.2066
H -3.35 1.72 -0.62  0.3435
H -1.34 0.78 4.95  0.0932
H -2.75 1.55 5.69  0.4654
H -1.73 2.52 4.64  0.2151
H 0.58 4.15 2.52  0.2194
C 0.36 0.00 -2.07  0.9407
Si 0.22 1.92 -2.40  0.6845
H 1.26 -0.16 -2.70  0.3654
H -0.52 -0.40 -2.57  -0.7006
C 1.49 2.26 -3.82  -1.3409
C 0.58 3.26 -1.15  -0.8605
C -1.51 2.46 -2.97  -1.1715
H -2.08 1.61 -3.36  0.1954
H -1.47 3.23 -3.74  0.4134
H -2.06 2.86 -2.11  0.2797
H 2.54 2.11 -3.54  0.3443
H 1.45 3.30 -4.18  0.3606
H 1.35 1.64 -4.71  0.3057
H 1.32 2.99 -0.39  0.0482
H -0.34 3.53 -0.61  0.0870
H 0.95 4.19 -1.63  0.4511
S -2.04 -2.80 2.54  -0.4162
C -1.23 -1.98 3.63  0.4343
N -0.43 -1.14 4.08  -0.9717

Properties
Orbital gap (eV): 7.48
Relative energy (zero: lowest compared OMol25 entry of this formula, charge and spin) (kJ/mol): 0.0

---

[3]
6 unconnected molecules or ions with the total composition C34H57F6IN3O11P2 in a non-equilibrium geometry, computed with ωB97M-V with the def2-TZVPD basis set.

Last column: Mulliken charge in e.
Atoms and positions in Å:
C 5.06 5.66 -1.24  -1.0081
C 3.88 4.83 -2.07  -0.0961
C 3.64 3.37 -1.36  -0.7517
C 2.06 3.14 -0.87  0.4730
C 1.42 2.06 -1.93  -0.8823
C -0.04 1.45 -1.51  0.5213
C -1.42 2.33 -1.35  -0.0097
P -1.44 4.25 -1.61  0.0280
P -0.71 4.82 -3.58  0.8567
O -1.91 5.63 -4.29  -0.6290
O 0.59 5.97 -3.34  -0.5202
O -0.32 3.50 -4.64  -0.4575
C -2.84 1.63 -0.94  0.1494
C -4.28 2.46 -0.77  -0.4657
C -5.10 1.98 0.61  -0.2750
C -5.95 3.27 1.16  -0.9529
C -4.92 4.30 1.94  0.2315
C -4.44 3.54 3.33  -0.6060
N -2.95 3.17 3.28  -0.5762
N -2.87 0.17 -0.68  -0.5334
N -1.72 -0.52 -0.83  -0.0910
I -1.97 -2.59 -0.49  0.2598
C -0.31 -0.17 -1.17  0.5984
C 0.95 -1.26 -1.24  -0.3357
O 1.06 -2.21 -2.19  -0.4909
C 2.12 -1.10 -0.09  1.0328
F 1.99 0.17 0.72  -0.2077
F 3.41 -0.92 -0.85  -0.2827
C 2.34 -2.42 0.86  0.4584
F 3.77 -2.36 1.34  -0.3030
F 2.26 -3.72 0.10  -0.2809
C 1.41 -2.47 2.21  0.5671
F 1.13 -3.93 2.47  -0.2356
F 0.15 -1.68 2.08  -0.1933
C 2.17 -1.88 3.56  0.2812
O 2.81 -2.75 4.35  -0.4207
O 2.10 -0.45 3.94  -0.4275
H 5.88 4.84 -0.97  0.2894
H 4.58 6.08 -0.25  0.2125
H 5.56 6.50 -1.89  0.3317
H 2.91 5.46 -2.23  0.0635
H 4.33 4.65 -3.16  0.2869
H 3.90 2.55 -2.18  0.2217
H 4.41 3.25 -0.48  0.4316
H 2.10 2.76 0.23  0.1953
H 1.57 4.22 -0.94  -0.2391
H 2.18 1.14 -1.96  0.4753
H 1.47 2.55 -3.00  0.2608
H -0.52 4.77 -0.61  0.0296
H 0.41 6.51 -2.48  0.3121
H 0.69 3.60 -4.80  0.3608
H -4.96 2.06 -1.66  0.2919
H -4.14 3.62 -0.81  0.4117
H -4.37 1.51 1.41  0.1951
H -5.90 1.13 0.37  0.2692
H -6.41 3.82 0.20  0.3088
H -6.89 2.99 1.83  0.3432
H -5.41 5.32 2.22  0.3610
H -3.93 4.42 1.29  -0.1910
H -4.65 4.18 4.29  0.2561
H -5.08 2.55 3.41  0.2789
H -2.39 3.92 2.81  0.2317
H -2.81 2.32 2.70  0.2503
H 1.58 0.09 3.27  0.3435
C -4.30 -5.31 -3.99  -1.0120
C -3.91 -3.86 -4.13  0.7656
O -4.45 -2.99 -3.45  -0.5750
C -2.85 -3.53 -5.14  -0.9417
H -5.08 -5.40 -3.23  0.3291
H -4.69 -5.68 -4.94  0.3193
H -3.44 -5.90 -3.68  0.2552
H -3.17 -3.82 -6.14  0.3321
H -1.92 -4.04 -4.88  0.2221
H -2.67 -2.45 -5.14  0.3138
C 0.57 -4.29 6.39  -0.7642
C 0.06 -4.75 7.73  0.6448
O -1.12 -4.61 8.04  -0.5657
C 1.05 -5.40 8.66  -1.0748
H -0.25 -3.84 5.82  0.2768
H 1.35 -3.54 6.53  0.2842
H 0.96 -5.14 5.82  0.2700
H 1.85 -4.70 8.90  0.3160
H 1.46 -6.30 8.20  0.3124
H 0.54 -5.68 9.59  0.2950
C 5.71 -4.48 4.05  -0.6332
C 5.68 -5.98 4.05  0.7541
O 6.64 -6.65 4.44  -0.5652
C 4.42 -6.65 3.56  -0.8428
H 6.68 -4.14 4.44  0.3174
H 5.59 -4.10 3.03  0.1622
H 4.93 -4.09 4.70  0.1214
H 4.24 -6.37 2.52  0.2712
H 3.58 -6.36 4.18  0.1330
H 4.54 -7.74 3.61  0.3147
C 1.09 8.18 0.84  -0.9395
C -0.36 7.98 0.50  0.7402
O -0.77 6.90 0.05  -0.5105
C -1.30 9.13 0.72  -1.2019
H 1.64 7.26 0.63  0.1157
H 1.50 8.99 0.23  0.3505
H 1.19 8.42 1.90  0.3863
H -0.99 9.98 0.11  0.3555
H -1.30 9.41 1.78  0.3585
H -2.31 8.84 0.43  0.2991
C -0.64 -6.60 -8.00  -1.1224
C -1.15 -7.07 -6.67  0.8605
O -2.33 -6.92 -6.35  -0.5369
C -0.16 -7.71 -5.73  -1.1204
H -1.46 -6.16 -8.57  0.2873
H 0.14 -5.85 -7.86  0.3176
H -0.25 -7.45 -8.57  0.3658
H 0.64 -7.01 -5.49  0.3127
H 0.25 -8.61 -6.19  0.3581
H -0.67 -8.00 -4.80  0.2809

Properties
Orbital gap (eV): 5.24
Charge: +1
Relative energy (zero: lowest compared OMol25 entry of this formula, charge and spin) (kJ/mol): 928.5

---

[4]
A molecular structure, C34H58CaN9O7PS4 in a non-equilibrium geometry, computed with ωB97M-V with the def2-TZVPD basis set.

Last column: Mulliken charge in e.
Atoms and positions in Å:
Ca -19.76 -7.79 -5.36  2.7683
C -25.44 -4.98 -3.70  -0.8510
C -25.29 -5.50 -5.14  -0.8815
N -24.94 -6.91 -5.22  0.1374
C -26.09 -7.85 -5.19  -0.5601
C -26.12 -8.69 -3.92  -0.9133
C -23.65 -7.44 -5.27  0.1799
S -22.38 -6.44 -4.83  -0.4831
N -23.57 -8.69 -5.77  0.0083
C -22.56 -9.32 -6.30  -0.8318
O -21.37 -8.91 -6.48  -0.4380
C -22.93 -10.73 -6.80  0.4284
C -24.15 -10.96 -7.47  -0.5212
C -24.39 -12.18 -8.09  -0.5812
C -23.48 -13.22 -7.98  -0.4237
C -22.22 -12.97 -7.39  -0.9408
C -21.95 -11.75 -6.81  0.2607
H -26.04 -4.05 -3.62  0.3991
H -24.46 -4.81 -3.22  0.1445
H -25.99 -5.72 -3.16  0.2767
H -24.51 -4.98 -5.69  0.3789
H -26.25 -5.36 -5.65  0.5183
H -26.04 -8.48 -6.09  0.1741
H -26.93 -7.18 -5.25  0.5801
H -25.62 -9.66 -4.10  0.2085
H -27.13 -8.95 -3.66  0.4325
H -25.65 -8.13 -3.14  0.1712
H -24.82 -10.14 -7.64  0.4301
H -25.37 -12.29 -8.60  0.3421
H -23.71 -14.21 -8.42  0.3397
H -21.44 -13.74 -7.38  0.3727
H -20.96 -11.59 -6.37  0.3483
C -17.14 -3.80 -5.21  -0.4793
O -18.36 -3.51 -5.96  -0.5474
C -19.02 -4.55 -6.51  0.4522
O -18.71 -5.71 -6.23  0.0056
N -20.01 -4.15 -7.37  -0.1017
N -20.76 -5.12 -7.98  -0.4414
H -17.20 -4.84 -4.88  0.1144
H -17.10 -3.07 -4.38  0.2842
H -16.29 -3.63 -5.87  0.2653
H -20.11 -3.11 -7.44  0.2475
H -21.31 -4.65 -8.69  0.2574
H -21.35 -5.57 -7.26  0.0881
O -21.44 -5.81 -1.75  -0.2202
C -20.84 -5.39 -0.65  -0.0958
C -21.57 -4.83 0.43  -1.1178
C -20.91 -4.77 1.64  -0.2245
C -19.60 -5.16 1.84  -0.7659
C -18.83 -5.65 0.76  0.2102
C -19.45 -5.71 -0.51  0.6530
C -18.78 -6.06 -1.75  -0.2693
O -19.31 -6.05 -2.93  -0.4277
N -17.49 -6.39 -1.47  0.1078
N -16.75 -6.64 -2.48  -0.2712
C -15.43 -6.83 -2.21  -0.0535
S -14.38 -7.20 -3.58  -0.0415
C -13.27 -8.28 -2.54  -0.6432
C -13.30 -7.88 -1.07  -0.5542
S -14.89 -7.24 -0.54  -0.1065
H -20.70 -5.93 -2.47  0.1477
H -22.58 -4.45 0.31  0.3995
H -21.46 -4.39 2.48  0.3863
H -19.24 -5.08 2.89  0.3014
H -17.78 -6.00 0.94  0.2847
H -12.27 -8.08 -2.95  0.3343
H -13.58 -9.31 -2.70  0.2982
H -12.58 -7.10 -0.83  0.2983
H -13.07 -8.77 -0.48  0.3379
C -15.65 -11.05 -8.35  -1.1693
N -16.56 -10.36 -7.41  0.6543
C -16.79 -11.12 -6.19  -0.9920
P -17.34 -8.91 -7.75  -1.2467
O -18.17 -8.50 -6.58  0.0464
N -18.28 -8.98 -9.08  0.6817
C -17.84 -9.02 -10.54  -1.0095
C -19.70 -9.44 -8.99  -0.0377
N -16.16 -7.89 -8.22  0.5857
C -16.56 -6.48 -8.53  -1.1852
C -14.73 -7.93 -7.96  -0.9932
H -14.69 -11.27 -7.86  0.3863
H -15.49 -10.51 -9.28  0.2744
H -16.13 -12.02 -8.61  0.3605
H -15.89 -11.73 -5.95  0.3184
H -17.59 -11.84 -6.29  0.2882
H -17.02 -10.52 -5.33  0.2410
H -16.81 -9.28 -10.66  0.3630
H -18.07 -8.03 -11.04  0.2031
H -18.50 -9.80 -10.94  0.3751
H -20.17 -9.39 -8.00  -0.8157
H -19.93 -10.46 -9.37  0.2916
H -20.30 -8.76 -9.63  0.4097
H -17.63 -6.34 -8.67  0.1622
H -16.04 -6.16 -9.44  0.4291
H -16.33 -5.82 -7.69  0.3344
H -14.43 -8.81 -7.38  0.3550
H -14.48 -7.03 -7.39  0.2943
H -14.13 -7.96 -8.89  0.2428
C -20.80 -11.90 -3.20  -0.7018
C -19.82 -11.51 -2.12  -0.7314
S -19.97 -9.69 -2.04  0.1701
O -19.92 -9.14 -3.47  -0.7139
C -21.55 -9.54 -1.22  -1.0513
C -22.71 -8.85 -1.99  -0.6731
H -20.59 -12.92 -3.54  0.4665
H -20.71 -11.23 -4.09  -0.0423
H -21.85 -11.85 -2.86  0.2519
H -18.82 -11.84 -2.32  0.3996
H -20.15 -11.83 -1.15  0.4303
H -21.29 -9.05 -0.27  0.5599
H -21.86 -10.53 -0.92  0.5817
H -22.43 -7.87 -2.34  -0.0208
H -23.59 -8.75 -1.30  0.4324
H -22.99 -9.47 -2.80  0.2069

Properties
Orbital gap (eV): 6.05
Relative energy (zero: lowest compared OMol25 entry of this formula, charge and spin) (kJ/mol): 0.0